Entry 1:
Here is C33H57FGaN2O2Si as an isolated structure at a distorted geometry from OMol25. Energies are from ωB97M-V/def2-TZVPD.

Structure (XYZ):
```
97
Properties=species:S:1:pos:R:3:forces:R:3:mulliken_charge:R:1
O 1.10376 -2.30317 -1.14741 -0.5 -0.7 -0.2 -0.1694
O -1.73467 -2.01608 -4.45035 -0.3 0.3 -0.3 -0.2713
C 2.43861 -2.77461 -1.31888 -0.5 -0.2 -0.3 -0.3223
C 2.91341 -3.57172 -0.13963 0.4 -0.1 0.4 -1.2076
H 3.04108 -1.86921 -1.44962 0.0 -0.1 0.0 0.2891
H 2.51683 -3.37803 -2.23529 0.0 0.2 0.1 0.3665
H 2.91331 -2.96653 0.76727 0.0 0.0 0.1 0.1700
H 3.93224 -3.90476 -0.32127 0.2 -0.1 0.0 0.4436
H 2.31516 -4.46283 0.04910 0.0 0.0 -0.1 0.3752
C 0.07563 -3.32700 -1.03081 0.5 0.3 0.4 0.0726
C -0.14406 -4.16049 -2.27586 0.1 0.1 -0.1 -1.4469
H -0.84328 -2.78001 -0.75564 0.4 -0.2 -0.1 -0.0420
H 0.36215 -3.98099 -0.18834 -0.4 0.2 -0.2 0.3744
H -0.40952 -3.54133 -3.13215 0.1 0.0 0.0 0.2719
H -0.96933 -4.85433 -2.11454 0.0 0.0 0.1 0.4400
H 0.73616 -4.76054 -2.50729 0.0 0.0 -0.1 0.3893
C -2.94155 -1.63104 -3.79906 0.3 0.0 -0.2 0.3349
C -1.13334 -1.07718 -5.35275 0.1 -0.1 0.2 0.2856
C -3.56843 -2.88593 -3.22391 0.1 0.0 0.1 -1.2560
H -3.64337 -1.13521 -4.49455 0.3 -0.1 0.1 0.4177
H -2.70562 -0.91647 -2.98976 -0.1 0.0 -0.1 -0.2285
H -3.69245 -3.65045 -3.99714 0.0 0.2 0.1 0.3175
H -4.55091 -2.65847 -2.80693 0.0 0.0 0.1 0.4198
H -2.93383 -3.30126 -2.43244 -0.1 0.0 -0.1 0.1570
C -0.84716 -1.76009 -6.68000 -0.1 -0.1 0.1 -1.3720
H -0.18318 -0.76703 -4.89352 -0.2 0.1 -0.1 -0.2436
H -1.75325 -0.17609 -5.50481 0.0 -0.3 0.2 0.4264
H -0.16744 -2.60637 -6.53428 -0.1 0.2 0.0 0.3008
H -0.39083 -1.05883 -7.38337 0.0 -0.1 0.1 0.4186
H -1.77310 -2.14425 -7.11953 0.1 0.1 0.0 0.3149
H -1.17239 -0.38651 0.58462 0.5 -2.5 1.0 0.2050
N 1.70572 1.31350 2.12677 0.1 0.3 -0.1 3.2781
C 1.56192 2.53802 2.69791 0.3 -0.8 -0.3 1.5891
C 0.37922 3.29026 2.60524 0.4 0.7 0.2 -1.8115
C -0.92349 2.83756 2.33940 -0.9 -1.5 0.1 1.2425
C 2.75688 3.08561 3.43854 0.1 0.6 0.1 -1.6565
H 3.67383 3.04945 2.82844 -0.4 -0.2 0.1 0.2889
H 2.96396 2.55081 4.38202 -0.2 0.0 -0.5 0.2381
H 2.58612 4.13917 3.69808 0.0 -0.3 -0.1 0.5239
C -2.10964 3.71632 2.65118 -0.1 0.6 0.0 -1.6632
H -2.54857 3.51806 3.64243 0.3 -0.1 -0.4 0.2142
H -2.91463 3.59013 1.91334 0.3 -0.2 0.2 0.2913
H -1.82755 4.77568 2.64377 0.1 -0.2 0.0 0.5526
N -1.19016 1.57718 1.90085 0.9 1.0 0.0 1.5309
C 2.85385 0.44693 2.32941 0.5 -0.5 0.0 -1.0886
C 3.85078 0.32183 1.33952 -0.3 -0.1 0.3 0.9716
C 3.82999 1.13236 0.08076 0.3 0.3 -0.4 -1.0997
C 4.87183 -0.61628 1.51372 -0.1 0.0 0.4 -0.8865
H 5.64028 -0.70141 0.74530 -0.2 0.0 0.2 0.4548
C 4.91583 -1.42222 2.65196 0.0 0.0 -0.2 -0.9497
H 5.72822 -2.14239 2.77706 -0.3 0.2 0.0 0.4201
C 3.91563 -1.31178 3.61357 0.1 0.1 0.0 -1.0584
H 3.92115 -1.94796 4.50381 0.0 0.2 -0.3 0.4316
C 2.88118 -0.38761 3.46107 0.0 0.1 -0.4 1.1636
C 1.77561 -0.32859 4.46420 -0.2 -0.1 0.6 -1.0336
C -2.45188 0.94766 2.22019 -0.8 0.2 0.1 -0.1746
C -3.40008 0.60120 1.23064 0.4 0.2 0.5 1.1457
C -3.16526 0.87780 -0.21752 -0.3 -0.1 -0.6 -0.9693
C -4.60012 -0.00320 1.60280 0.1 0.0 0.2 -1.2940
H -5.30747 -0.27435 0.81668 0.1 0.1 0.3 0.4692
C -4.89212 -0.23677 2.94232 -0.1 -0.1 -0.1 -0.9720
H -5.84866 -0.68262 3.21780 0.3 0.1 0.0 0.4131
C -3.96042 0.09896 3.91699 -0.1 0.0 -0.1 -0.9953
H -4.16381 -0.08747 4.97614 0.0 0.0 -0.4 0.4374
C -2.74341 0.68594 3.57307 0.0 0.0 -0.3 1.0231
C -1.78209 1.03445 4.66320 0.3 -0.2 0.5 -1.3674
Ga 0.35754 0.76431 0.94213 -0.8 0.7 -0.3 -2.4965
H 3.26263 0.63493 -0.72597 0.0 0.2 0.3 0.0152
H 4.85873 1.24581 -0.29254 -0.3 0.0 0.1 0.6321
H 3.42241 2.13998 0.23014 0.1 -0.3 0.0 0.0242
H 1.55690 0.69918 4.77860 0.0 -0.2 -0.1 0.2480
H 2.05992 -0.89729 5.35765 -0.1 0.2 -0.2 0.5359
H 0.84707 -0.77866 4.08207 0.2 0.2 0.0 0.2127
H -4.08971 0.67682 -0.77785 0.3 0.2 0.1 0.4771
H -2.41839 0.20147 -0.65227 -0.2 0.3 0.0 0.3393
H -2.86035 1.91162 -0.42093 0.1 -0.3 0.1 0.1695
H -0.75625 0.72028 4.43479 -0.3 0.2 0.0 0.0197
H -2.08260 0.51819 5.58403 0.1 0.2 -0.2 0.4917
H -1.76851 2.11111 4.88039 0.1 -0.3 0.0 0.2795
H 0.46011 4.33105 2.94083 -0.1 -0.5 -0.1 0.3539
C 0.04280 0.32726 -0.98779 1.6 0.8 0.1 -0.1583
Si 0.30728 1.86846 -2.06066 -0.2 -0.2 -0.3 0.2218
H 0.90615 -0.34952 -1.12519 -0.3 0.2 -0.1 0.3399
H -0.79211 -0.24736 -1.41777 0.2 0.1 0.7 0.3276
C 1.59126 1.61160 -3.40479 0.0 0.0 0.1 -1.0047
C 0.85320 3.38478 -1.08762 0.0 0.1 0.1 -0.8735
C -1.33292 2.20132 -2.89974 0.0 0.3 -0.1 -1.0175
H -1.81855 1.26371 -3.20489 0.1 0.2 0.0 0.1642
H -1.14073 2.80229 -3.80186 -0.2 -0.1 0.2 0.4283
H -2.01401 2.75544 -2.24098 0.1 -0.1 -0.3 0.3622
H 2.54646 1.24245 -3.00488 -0.2 0.1 -0.2 0.2999
H 1.75948 2.59334 -3.88048 0.0 -0.4 0.0 0.3786
H 1.22497 0.90298 -4.16094 0.2 0.2 0.1 0.2002
H 1.74684 3.22724 -0.46634 -0.2 0.0 -0.2 0.1225
H 0.06541 3.78915 -0.43627 0.1 -0.1 -0.1 0.2340
H 1.10760 4.15905 -1.83107 -0.1 -0.1 0.3 0.5003
F -0.67585 -0.99041 1.23766 -1.2 0.8 -0.8 -0.7184
```
Positions in Å, forces in eV/Å.

Energy relative to the best compared isomer or geometry (same formula, charge and spin) = 1.363 eV
E_tot = -105187.69088 eV
E_HOMO = -11.4 eV
Strongest force on any atom = 0.0524 hartree/bohr
Charge = +1



Entry 2:
Here is C33H57HfO2P3 as an isolated structure at a distorted geometry from OMol25. Energies are from ωB97M-V/def2-TZVPD.

Structure (XYZ):
```
96
Properties=species:S:1:pos:R:3:forces:R:3:mulliken_charge:R:1
Hf 0.16600 -0.06251 -0.14690 1.1 0.8 3.3 1.9307
C 1.79622 -0.44566 -1.40283 8.5 -1.8 -7.0 0.2490
O 2.71532 -0.65843 -2.11942 -5.5 1.4 4.5 -0.2197
C -1.89510 0.07466 -0.39359 -11.2 1.0 -1.9 0.4651
O -3.06328 0.18282 -0.58042 7.2 -0.6 1.2 -0.2541
P -0.08524 1.98895 -1.79889 -0.2 2.4 -2.0 0.1121
C -0.47693 1.80691 -3.61126 -0.1 -0.8 -0.4 0.1703
H -0.47543 2.82992 -4.01298 0.0 -0.2 0.5 0.6218
C -1.44046 3.21764 -1.33894 -0.6 -0.2 0.8 0.7701
H -2.31564 2.54670 -1.33191 0.1 0.3 0.0 0.3667
C 1.54231 2.91961 -1.96333 0.6 -0.4 0.3 0.2817
H 2.16370 2.16215 -2.47291 -0.1 0.3 0.1 0.4737
C 1.35872 -3.59470 0.18332 0.8 0.2 0.3 0.4824
P -0.10799 -2.59648 -0.41797 -0.4 -3.0 -0.8 -0.1649
H -0.84631 -4.20144 -2.03426 0.2 0.4 0.1 1.0033
H 2.10084 -3.43724 -0.61145 -0.2 -0.1 0.1 0.6519
C -1.57584 -3.48918 0.33622 -0.7 0.3 0.6 0.2553
H -1.33412 -4.55813 0.24015 0.2 0.4 -0.1 0.8376
C -1.28230 3.77732 0.07537 -0.1 0.2 0.2 -1.9154
H -2.20138 4.32306 0.34996 0.4 -0.1 -0.1 0.5895
H -0.43699 4.47595 0.16404 -0.3 -0.2 -0.1 0.3001
H -1.15366 2.98936 0.82821 0.0 0.1 -0.1 0.4347
C -1.72246 4.35602 -2.32874 0.2 0.0 -0.3 -1.5772
H -0.91979 5.10160 -2.32835 -0.3 -0.2 0.0 0.3088
H -2.63848 4.87093 -2.00258 0.2 -0.2 0.0 0.4939
H -1.89133 4.01285 -3.35557 0.0 0.2 0.3 0.3493
C 1.51134 4.17918 -2.83907 -0.2 0.1 -0.1 -1.7643
H 1.01723 4.03510 -3.80649 0.2 0.1 0.3 0.3543
H 2.55175 4.47043 -3.04570 -0.2 -0.2 0.1 0.5318
H 1.04552 5.02225 -2.31527 0.2 -0.2 -0.1 0.4461
C 2.19137 3.21723 -0.61297 0.0 0.2 0.2 -0.7950
H 3.06087 3.87683 -0.76814 -0.3 -0.3 0.2 0.5701
H 2.56887 2.29829 -0.14342 0.0 0.0 0.0 0.0884
H 1.50459 3.71511 0.08889 0.3 -0.1 -0.2 0.0946
C 0.61114 1.03819 -4.36232 0.2 0.0 -0.1 -1.3520
H 1.57725 1.56065 -4.35115 -0.3 -0.1 -0.1 0.2126
H 0.31267 0.93199 -5.41585 0.1 0.0 0.3 0.5468
H 0.76639 0.03266 -3.95088 -0.1 0.1 -0.2 0.1191
C -1.87030 1.22193 -3.83809 -0.2 -0.1 -0.1 -1.5108
H -1.95387 0.20418 -3.43561 0.0 0.2 -0.2 0.1117
H -2.05882 1.17537 -4.92178 0.0 0.0 0.4 0.5514
H -2.66203 1.83664 -3.39307 0.1 -0.1 -0.2 0.3131
C 1.01969 -5.08318 0.28852 -0.3 -0.1 0.0 -1.8660
H 0.56420 -5.49520 -0.61875 0.1 0.0 0.2 0.4218
H 0.34724 -5.26360 1.13765 0.2 -0.1 -0.2 0.4346
H 1.94080 -5.64890 0.48487 -0.1 0.2 -0.1 0.5121
C 1.97625 -3.10496 1.49062 0.0 0.0 0.4 -0.8358
H 1.23438 -2.97995 2.28987 0.2 -0.1 -0.2 -0.1577
C -1.08199 -2.30423 -3.04269 -0.1 0.0 -0.1 -1.4759
H 2.50977 -2.15165 1.37557 0.0 0.1 0.0 0.2467
H 2.71680 -3.84186 1.84511 -0.2 0.3 -0.2 0.5342
C 1.06739 -3.58484 -2.82178 0.0 0.0 0.0 -1.4993
H -0.51073 -1.38854 -3.25255 0.0 -0.2 0.0 -0.1843
H -1.26363 -2.78841 -4.01589 -0.1 0.3 0.4 0.8187
H -2.04975 -2.00476 -2.62516 0.1 -0.2 -0.1 0.2385
C -0.28028 -3.26135 -2.16135 0.1 0.2 -0.4 0.0051
H 0.90508 -3.73293 -3.89791 0.1 0.0 0.3 0.4650
H 1.51509 -4.50119 -2.41892 0.0 0.3 -0.2 0.3827
H 1.77734 -2.75627 -2.70383 -0.1 -0.3 -0.2 0.1933
C -2.87898 -3.24704 -0.42757 0.0 0.0 -0.1 -1.4069
H -3.12083 -2.17994 -0.47689 -0.2 -0.3 0.0 0.1734
H -3.69679 -3.75872 0.10104 0.2 0.2 -0.1 0.5046
H -2.84730 -3.65184 -1.44502 -0.1 0.1 0.3 0.3937
C -1.72187 -3.15075 1.81790 -0.1 -0.2 0.2 -1.4367
H -1.96073 -2.08756 1.96495 -0.1 -0.1 0.0 0.2445
H -0.82216 -3.37660 2.40412 -0.2 0.0 -0.1 0.1545
H -2.55207 -3.73550 2.24661 0.3 0.2 -0.1 0.5884
H -0.25794 -1.94275 -5.68436 0.0 0.3 -0.3 -0.0493
H -0.31156 -1.26556 -6.00359 0.0 -0.4 0.1 0.0895
C 2.62083 1.24919 2.36640 0.4 0.1 -0.9 -2.2495
P 0.93742 0.55768 2.24089 0.8 1.3 3.7 2.0851
C 1.01654 -0.59768 3.67805 0.0 -0.8 -0.2 0.8248
C 2.22937 -1.08906 4.19262 0.1 0.1 -0.2 -0.5061
C 2.23287 -2.08988 5.16991 0.2 0.4 -0.1 -0.7522
C 1.02866 -2.60311 5.66349 -0.4 0.0 -0.1 -0.6132
C -0.18198 -2.09052 5.18545 0.1 0.1 0.1 -0.7705
C -0.18502 -1.08525 4.21798 -0.4 -0.3 0.0 -0.6148
C -0.10426 1.92003 2.93327 0.1 -0.1 -0.9 0.9147
C -1.49076 1.70624 3.02457 -0.7 0.2 0.0 -0.0993
C -2.33176 2.70193 3.52798 0.0 -0.3 -0.1 -1.0542
C -1.80857 3.95105 3.87856 -0.3 -0.3 -0.1 -0.6576
C -0.43808 4.18978 3.72832 0.6 -0.2 -0.1 -0.8297
C 0.41681 3.17732 3.28398 0.1 0.2 0.0 -0.7415
H 3.31030 0.54890 1.87203 0.1 0.3 0.2 0.4587
H 2.88547 1.35184 3.42652 -0.2 0.0 -0.3 0.6740
H 2.67611 2.22799 1.87236 0.1 -0.4 0.2 0.5126
H 3.18472 -0.69469 3.84182 -0.3 -0.3 0.1 0.3747
H 3.18806 -2.45561 5.55500 -0.3 0.1 -0.1 0.4840
H 1.03445 -3.39132 6.41927 0.0 0.3 -0.2 0.4663
H -1.13026 -2.46272 5.57484 0.3 0.1 0.0 0.5082
H -1.13435 -0.66855 3.88371 0.2 -0.3 0.2 0.3635
H -1.92206 0.75642 2.69693 0.0 0.2 0.2 0.2644
H -3.39607 2.49185 3.65308 0.3 0.1 -0.1 0.4995
H -2.46921 4.73350 4.26320 0.3 -0.3 -0.1 0.4717
H -0.02762 5.17077 3.97002 -0.1 -0.3 0.0 0.4986
H 1.48666 3.37320 3.21513 -0.3 0.1 0.1 0.4632
```
Positions in Å, forces in eV/Å.

E_tot = -68369.19468 eV
E_HOMO (spin up / spin down) = -19.3 / -20.0 eV
Strongest force on any atom = 0.2215 hartree/bohr
Charge = +4



Entry 3:
Here is C33H57N3O5SiZn as an isolated structure at a distorted geometry from OMol25. Energies are from ωB97M-V/def2-TZVPD.

Structure (XYZ):
```
100
Properties=species:S:1:pos:R:3:forces:R:3:mulliken_charge:R:1
O 1.74877 -2.91930 -2.64914 0.5 -2.5 -0.9 0.9611
O -1.58166 -2.40800 -5.56227 -0.4 0.0 -0.3 -0.3303
C 3.18789 -2.85316 -2.89944 -0.2 0.1 0.2 -0.3252
C 3.92434 -3.41422 -1.69982 0.3 0.0 -0.1 -1.0864
H 3.38618 -1.79010 -3.10732 0.1 -0.3 0.3 0.4666
H 3.37018 -3.40454 -3.83409 0.1 0.2 0.5 0.1408
H 3.69395 -2.95534 -0.73433 -0.3 0.3 -0.3 0.1498
H 4.98014 -3.21511 -1.86476 0.2 -0.3 0.0 0.4301
H 3.75354 -4.48990 -1.58024 0.2 0.2 -0.2 0.3699
C 1.14724 -4.27703 -2.89435 0.5 0.2 0.2 -0.3365
C 1.01844 -4.47985 -4.38161 -0.3 0.3 -0.6 -0.7004
H 0.17547 -4.31820 -2.37500 0.5 0.3 -0.1 0.3365
H 1.83738 -5.00096 -2.42760 -0.4 0.4 -0.1 0.1867
H 0.20480 -3.84598 -4.79636 0.5 -0.3 0.3 0.0452
H 0.72079 -5.52796 -4.56473 0.4 0.4 -0.1 0.4285
H 1.97350 -4.20592 -4.90333 -0.9 -0.6 0.3 0.2919
C -2.77042 -1.98949 -4.89873 -0.4 0.1 0.2 0.3264
C -1.23799 -1.53364 -6.63778 0.2 0.2 0.2 0.1558
C -3.41761 -3.12812 -4.12360 0.1 -0.1 -0.1 -1.2933
H -3.50176 -1.64051 -5.65346 0.3 0.0 0.3 0.4032
H -2.53829 -1.14863 -4.21272 -0.2 -0.3 -0.3 -0.2794
H -3.69125 -3.95897 -4.78994 0.2 0.2 0.2 0.3586
H -4.34835 -2.76016 -3.67509 0.2 0.0 0.0 0.4103
H -2.76018 -3.49453 -3.32374 -0.2 0.0 -0.2 0.1741
C -0.50265 -2.28426 -7.73460 -0.2 -0.1 -0.1 -1.3355
H -0.62665 -0.70240 -6.23699 -0.2 -0.2 -0.2 -0.0725
H -2.14565 -1.08145 -7.07793 0.2 -0.1 0.3 0.4526
H 0.24153 -2.99575 -7.35971 -0.1 0.2 0.1 0.2335
H -0.00204 -1.55450 -8.37319 0.1 -0.1 0.0 0.4060
H -1.22365 -2.83149 -8.35737 0.3 0.0 0.2 0.3017
H -1.45915 -0.28763 0.15798 0.5 -1.2 1.2 0.0679
N 1.51080 1.49010 0.91315 -0.2 0.0 -0.2 1.2466
C 1.56958 2.67936 1.47399 0.3 -0.6 -0.2 1.1121
C 0.54124 3.66146 1.41624 0.3 0.0 -0.3 -1.7927
C -0.84722 3.46282 1.32405 -0.3 -0.4 0.0 1.0098
C 2.82906 3.11902 2.21474 0.0 0.2 -0.1 -1.5623
H 3.69324 3.17745 1.53673 -0.1 -0.1 0.2 0.2024
H 3.07676 2.42648 3.03249 -0.1 0.1 -0.3 0.2172
H 2.64626 4.11041 2.63865 0.2 -0.2 0.0 0.5516
C -1.69157 4.72320 1.24639 0.0 0.1 0.3 -1.7814
H -2.07076 5.00829 2.23492 0.0 -0.1 -0.1 0.2846
H -2.54647 4.59998 0.57668 0.1 -0.1 0.1 0.2065
H -1.07210 5.54061 0.87212 -0.1 0.0 0.1 0.4718
N -1.39318 2.27264 1.35936 1.0 0.2 0.0 1.2282
C 2.52816 0.53132 0.97566 0.2 0.7 0.5 -0.8969
C 3.62646 0.55918 0.06287 -0.6 -0.4 0.4 1.0165
C 3.66381 1.56331 -1.05006 0.2 0.3 -0.2 -0.8918
C 4.69313 -0.31951 0.25583 -0.3 0.1 0.1 -0.8144
H 5.55144 -0.23369 -0.41206 -0.1 -0.1 0.2 0.3813
C 4.67440 -1.24175 1.29934 0.1 -0.4 0.1 -1.1806
H 5.55156 -1.86126 1.49117 -0.3 0.0 -0.1 0.3959
C 3.54574 -1.35886 2.11687 0.1 0.5 -0.5 -0.6667
H 3.48578 -2.11068 2.89466 0.2 0.0 0.0 0.4612
C 2.47848 -0.46798 1.98532 0.3 0.0 -0.5 0.8690
C 1.32018 -0.51326 2.93798 -0.3 0.0 0.2 -0.8971
C -2.63735 1.87246 1.75207 -1.1 0.1 -0.2 -1.0098
C -3.72705 1.78973 0.84066 0.4 -0.4 0.9 1.4875
C -3.65648 2.40230 -0.51040 -0.1 0.1 -0.4 -1.6252
C -4.86782 1.09511 1.22099 -0.4 -0.1 0.5 -0.8501
H -5.67163 0.97947 0.48876 0.1 0.0 0.3 0.4082
C -5.00634 0.57093 2.50803 -0.1 -0.3 0.0 -0.8895
H -5.92951 0.05774 2.80042 0.4 0.1 -0.2 0.3701
C -3.95882 0.69411 3.43026 -0.2 0.2 -0.2 -0.9216
H -4.03838 0.26521 4.43767 -0.1 0.2 -0.4 0.3360
C -2.79250 1.35972 3.07774 -0.1 0.1 -0.6 0.9725
C -1.65833 1.52530 4.04044 0.2 -0.1 0.3 -1.1638
Zn 0.82882 -1.49163 -2.07829 -3.0 3.3 2.2 -0.3168
H 2.90767 1.37323 -1.82609 0.0 0.1 0.3 -0.1212
H 4.64261 1.53279 -1.54051 -0.1 0.0 0.0 0.4240
H 3.51204 2.58652 -0.67832 -0.1 -0.3 -0.2 0.2853
H 1.46670 0.21238 3.76206 -0.2 -0.2 -0.4 0.2993
H 1.21451 -1.51145 3.38400 0.1 0.2 0.0 0.4787
H 0.37652 -0.28406 2.42104 0.4 0.2 0.3 -0.4013
H -4.19162 1.78441 -1.23604 0.0 0.0 -0.1 0.5228
H -2.62499 2.50131 -0.83101 0.2 0.2 -0.1 -0.0926
H -4.12835 3.38926 -0.54512 0.1 0.0 0.1 0.4655
H -0.73063 1.12272 3.61177 -0.2 0.2 0.1 -0.0262
H -1.87746 0.99063 4.97373 0.1 0.1 -0.1 0.4046
H -1.47536 2.58465 4.28388 0.0 -0.3 -0.1 0.2441
H 0.87731 4.69192 1.52843 -0.1 -0.2 0.1 0.3249
C -1.03476 0.55868 -1.22060 2.0 -0.3 -2.8 -0.0198
Si -0.27087 1.29749 -2.80878 -1.0 1.6 1.3 0.4899
H -2.10766 0.36722 -1.33010 0.3 -0.5 0.1 0.9354
H -0.64349 1.13160 -0.37474 0.1 -0.3 0.4 -0.1818
C 1.01037 0.48945 -3.97272 -0.2 -0.3 -0.3 -1.3690
C 0.56062 2.90075 -2.22566 0.1 -0.3 -0.3 -0.7738
C -1.78640 1.82195 -3.82434 0.3 -0.2 -0.4 -0.9690
H -2.21070 0.97130 -4.37335 -0.1 0.3 0.0 0.1809
H -1.52576 2.60911 -4.54725 -0.1 -0.2 0.1 0.3967
H -2.55838 2.22512 -3.15349 0.3 -0.2 -0.1 0.1926
H 2.03450 0.44616 -3.56370 -0.3 0.0 0.0 0.3988
H 1.07217 1.12069 -4.88129 0.0 -0.2 0.3 0.4960
H 0.71146 -0.51735 -4.32295 0.1 0.2 -0.1 0.1112
H 0.95907 2.79651 -1.20438 -0.1 0.1 -0.3 -0.2276
H -0.16116 3.73311 -2.23440 0.2 -0.3 0.0 0.3704
H 1.37737 3.14102 -2.92489 -0.1 0.2 0.3 0.4607
O -0.80673 -2.39200 -0.47936 0.0 -0.4 1.6 -0.4386
N -0.94394 -2.13289 0.74120 -0.6 1.2 0.3 0.7331
O -0.71421 -2.85274 1.68776 -0.2 1.2 -1.8 -0.5627
O -1.45562 -0.85926 1.04827 0.6 -1.8 -0.9 -0.3373
```
Positions in Å, forces in eV/Å.

Energy relative to the best compared isomer or geometry (same formula, charge and spin) = 5.779 eV
E_tot = -106140.16978 eV
E_HOMO (spin up / spin down) = -5.8 / -5.8 eV
Strongest force on any atom = 0.0976 hartree/bohr
Charge = 0